ORCA calculation (wB97M-V/def2-TZVPD) on a molecular structure, C3H5O4S at a distorted geometry.

CARTESIAN COORDINATES (ANGSTROEM)
C -0.877 -1.245 0.170
C -1.121 1.653 -0.599
C 0.171 1.189 0.179
O -0.815 -1.701 -0.911
O -1.377 -1.370 1.221
O 0.944 2.093 0.483
O 0.404 -0.026 0.376
S 2.367 -2.617 0.482
H -0.825 2.632 -1.199
H -1.790 2.012 0.269
H -1.597 0.913 -1.298
H 1.464 -1.894 -0.260
H 3.052 -1.639 1.088

Output
largest force on an atom: 0.054 Eh/bohr
calculated total energy: -816.5494 hartree
ΔE to the lowest compared entry with this formula, charge and spin: 3.0 kcal/mol
frontier orbital gap: 8.79 eV
E_HOMO: -0.1997 Ha
total charge: -1

ORCA calculation (wB97M-V/def2-TZVPD) on a molecular structure, C7H18GaN2O.

CARTESIAN COORDINATES (ANGSTROEM)
C 2.323 -1.547 0.947
N 1.904 -0.518 0.005
C 2.816 -0.390 -1.121
C 1.600 0.759 0.611
O 1.913 0.963 1.766
C 0.868 1.700 -0.261
Ga -0.822 2.554 0.575
C -2.405 1.273 0.332
C -2.158 0.066 -0.597
C -2.404 -1.262 0.102
N -2.110 -2.404 -0.784
H 3.386 -1.800 0.831
H 1.746 -2.465 0.784
H 2.173 -1.199 1.967
H 2.475 0.399 -1.790
H 3.839 -0.146 -0.788
H 2.859 -1.334 -1.675
H 1.526 2.549 -0.486
H 0.634 1.202 -1.206
H -0.636 2.900 2.134
H -1.084 3.946 -0.228
H -2.676 0.908 1.330
H -3.247 1.864 -0.043
H -2.832 0.104 -1.463
H -1.136 0.058 -0.999
H -3.462 -1.318 0.386
H -1.813 -1.291 1.030
H -1.154 -2.308 -1.116
H -2.121 -3.263 -0.244

Output
largest force on an atom: 0.011 Eh/bohr
calculated total energy: -2387.0418 hartree
frontier orbital gap: 7.88 eV
E_HOMO: -0.1673 Ha
total charge: -1

ORCA calculation (wB97M-V/def2-TZVPD) on 3 unconnected molecules or ions with the total composition C4H10N2O2 at a distorted geometry.

CARTESIAN COORDINATES (ANGSTROEM)
C 3.029 -0.267 -2.338
C 1.893 -0.605 -1.420
C 1.880 -1.498 -0.371
N 0.754 -1.149 0.365
C 0.158 -0.107 -0.242
N 0.776 0.185 -1.380
H 3.579 -1.179 -2.572
H 2.674 0.102 -3.297
H 3.590 0.515 -1.828
H 2.357 -2.425 -0.111
H 0.428 -1.735 1.121
H -0.590 0.580 0.122
H -3.026 2.491 -0.150
H -2.019 3.505 -0.066
O -2.172 2.595 0.241
H -3.653 -0.376 4.051
H -5.091 -0.039 3.647
O -4.565 -0.593 4.229

Output
largest force on an atom: 0.030 Eh/bohr
calculated total energy: -418.3881 hartree
ΔE to the lowest compared entry with this formula, charge and spin: 45.7 kcal/mol
frontier orbital gap: 8.76 eV
E_HOMO: -0.3071 Ha
SMILES: Cc1c[nH]cn1.O.O
total charge: 0

ORCA calculation (wB97M-V/def2-TZVPD) on 2 unconnected molecules or ions with the total composition C3H5NO3 at a distorted geometry.

CARTESIAN COORDINATES (ANGSTROEM)
C 2.560 0.182 -0.835
C 3.415 0.750 -0.223
C -0.751 0.296 0.519
N -1.811 0.152 -0.223
O -2.400 0.776 -1.066
O -2.494 -1.157 0.083
O -0.252 -0.646 1.413
H 1.896 -0.158 -1.525
H -3.362 -1.218 -0.367
H 3.877 1.313 0.550
H -0.215 1.264 0.356
H -0.463 -1.553 1.318

Output
largest force on an atom: 0.073 Eh/bohr
calculated total energy: -397.5507 hartree
ΔE to the lowest compared entry with this formula, charge and spin: 179.5 kcal/mol
frontier orbital gap: 9.52 eV
E_HOMO: -0.3278 Ha
SMILES: [O-]/[N+](O)=C/O.C#C
total charge: 0

ORCA calculation (wB97M-V/def2-TZVPD) on 2 unconnected molecules or ions with the total composition C2HCl2O2P at a distorted geometry.

CARTESIAN COORDINATES (ANGSTROEM)
C 1.088 0.544 2.428
C -0.943 -0.512 -1.646
O 1.775 0.848 3.303
O -0.252 -1.231 -1.031
P 0.443 0.663 0.947
Cl 0.036 0.568 -2.858
Cl -2.625 -0.128 -1.699
H 0.477 -0.753 0.556

Output
largest force on an atom: 0.060 Eh/bohr
calculated total energy: -1488.9553 hartree
ΔE to the lowest compared entry with this formula, charge and spin: 46.9 kcal/mol
frontier orbital gap: 8.50 eV
E_HOMO: -0.3272 Ha
SMILES: O=C(Cl)Cl.O=C=P
total charge: 0

ORCA calculation (wB97M-V/def2-TZVPD) on 4 unconnected molecules or ions with the total composition H8O4.

CARTESIAN COORDINATES (ANGSTROEM)
H 3.084 0.034 -0.061
H 1.592 0.101 0.218
H -2.612 2.483 2.810
H -1.428 2.112 1.933
H -0.763 -0.606 -3.257
H -0.730 -1.010 -1.792
H 1.288 -1.610 0.755
H 0.801 -1.444 -0.675
O 2.436 0.466 0.507
O -2.392 2.118 1.946
O -1.226 -0.475 -2.422
O 1.027 -2.116 -0.022

Output
largest force on an atom: 0.010 Eh/bohr
calculated total energy: -305.7275 hartree
ΔE to the lowest compared entry with this formula, charge and spin: 32.5 kcal/mol
frontier orbital gap: 11.73 eV
E_HOMO: -0.4259 Ha
SMILES: O.O.O.O
total charge: 0